1.
Below is a 7-piece molecular cluster, C3H21N2O6S overall, with properties calculated with ωB97M-V/def2-TZVPD.

The geometry in XYZ format:
```
33
Properties=species:S:1:pos:R:3:forces:R:3:mulliken_charge:R:1
N -0.680 1.060 -0.734 -1.067 5.096 0.210 -0.468
C 0.355 1.739 0.225 0.483 1.089 -3.881 0.452
C 1.570 2.156 -0.726 0.416 0.532 -1.755 -1.179
S 1.978 1.305 -2.350 -0.151 -0.770 0.806 -0.523
C 0.634 0.707 1.228 1.298 -4.138 1.365 0.193
N -0.013 0.724 2.564 1.194 2.024 0.780 -0.743
H -0.738 1.781 -1.577 0.030 -2.164 2.009 0.288
H -0.187 0.302 -1.130 0.956 -0.877 -0.700 0.110
H 0.170 2.821 0.573 -1.008 -2.014 0.144 0.133
H 1.389 3.121 -1.259 -0.511 -0.238 1.351 0.301
H 2.532 2.301 -0.251 0.034 -0.129 0.791 0.397
H 0.328 -0.359 0.833 0.339 2.042 0.231 -0.051
H 1.734 0.473 1.408 -1.105 0.969 -0.139 -0.050
H -0.914 1.150 2.480 -0.989 -0.108 -0.473 0.150
H 0.419 1.513 3.118 -0.035 -1.238 -0.568 0.291
H 1.603 -1.918 -1.632 2.103 0.577 0.043 0.282
H 2.526 -0.689 -1.902 -0.017 -0.794 -0.412 0.170
O 2.562 -1.725 -1.905 -1.907 0.354 1.304 -0.762
H -3.145 -0.957 2.186 1.962 -4.931 -0.760 0.301
H -2.780 0.437 2.189 0.426 0.519 -0.081 0.279
O -3.516 -0.157 2.266 -2.570 4.453 0.753 -0.632
H 3.401 -0.982 2.162 0.250 2.423 1.004 0.295
H 2.821 -1.556 0.812 1.094 -0.159 1.795 0.376
O 3.255 -1.761 1.702 -1.246 -2.347 -2.938 -0.654
H -3.234 0.822 -0.403 -2.461 -1.550 -1.567 0.303
H -4.350 0.148 0.296 -0.318 -0.312 -0.782 0.373
O -4.145 0.333 -0.650 2.995 1.792 2.198 -0.690
H -1.640 -2.345 1.077 1.552 -0.074 1.046 0.318
H -2.009 -2.020 -0.375 -1.131 -0.699 2.150 0.328
O -2.382 -2.366 0.514 -0.326 0.760 -3.081 -0.640
H 0.546 -1.570 -4.173 0.474 1.882 -1.546 0.270
H 1.409 -2.285 -3.057 -1.364 0.648 -1.754 0.456
O 0.502 -2.203 -3.508 0.602 -2.618 2.459 -0.675
```
Forces are in eV/Å.

Total charge: -1
Strongest force on any atom: 5.36 eV Å⁻¹
HOMO energy: -0.14492 hartree
Relative energy (zero: lowest compared OMol25 entry of this formula, charge and spin): 88.9 kcal/mol
E: -1086.000957 Ha
Gap between HOMO and LUMO: 6.8 eV



2.
Below is one molecule with the formula C4H5N, with properties calculated with ωB97M-V/def2-TZVPD.

The geometry in XYZ format:
```
10
Properties=species:S:1:pos:R:3:forces:R:3:mulliken_charge:R:1
C 0.403 -1.021 1.886 0.831 -1.578 2.427 -0.047
C -0.149 -0.547 0.939 0.885 -1.288 2.657 -0.491
C 0.825 0.417 -1.310 1.349 -1.676 3.034 -0.498
C -0.967 0.188 0.216 -2.053 1.877 -2.599 -0.290
N -0.439 0.696 -0.919 0.132 0.939 -3.117 -0.112
H 1.204 -0.154 -0.328 0.351 1.049 -3.064 0.143
H 0.673 -1.469 2.840 0.224 0.271 -1.000 0.400
H 1.484 0.396 -2.243 -2.010 0.815 1.229 0.290
H -2.019 0.159 0.433 -0.176 0.660 -0.320 0.353
H -1.015 1.334 -1.515 0.466 -1.068 0.752 0.253
```
Forces are in eV/Å.

Total charge: 0
Strongest force on any atom: 3.81 eV Å⁻¹
HOMO energy (alpha / beta): -0.24728 / -0.24974 hartree
Relative energy (zero: lowest compared OMol25 entry of this formula, charge and spin): 120.9 kcal/mol
E: -209.971018 Ha
Gap between HOMO and LUMO (alpha / beta): 7.6 / 7.5 eV



3.
Below is a 2-piece molecular cluster, C6H17N2 overall, with properties calculated with ωB97M-V/def2-TZVPD.

The geometry in XYZ format:
```
25
Properties=species:S:1:pos:R:3:forces:R:3:lowdin_spin:R:1
C -0.397 1.107 1.216 -1.596 -0.160 1.720 -0.002
N -1.838 1.010 0.919 2.211 -1.131 -3.008 0.672
C -2.431 -0.340 0.759 -0.839 1.941 1.106 0.099
C -3.931 -0.242 0.528 -0.087 0.126 -0.364 0.015
C 0.664 1.057 0.012 -2.052 1.862 -1.152 0.045
N 0.032 0.774 -1.161 0.470 0.343 1.050 0.056
C 2.798 -0.097 -0.779 -1.450 1.130 0.019 -0.005
C 1.734 -0.019 0.368 2.492 -3.378 -0.569 -0.004
H -0.277 2.118 1.627 0.398 -0.078 0.038 0.010
H -0.266 0.359 2.000 0.731 0.076 -0.162 0.000
H -2.062 1.660 0.155 -0.921 0.272 0.609 0.012
H -1.929 -0.743 -0.137 0.353 -0.215 0.166 0.057
H -2.193 -0.811 1.718 0.119 -0.667 -0.471 0.009
H -4.315 -1.262 0.579 -0.349 0.284 0.468 0.000
H -4.256 0.138 -0.444 0.574 -0.077 -0.222 0.000
H -4.341 0.488 1.229 -0.320 -0.687 0.400 0.003
H 1.202 2.024 -0.043 0.209 -0.231 -0.013 0.029
H 4.559 -3.985 -2.379 -0.006 0.004 0.023 0.000
H 0.376 1.297 -1.989 0.255 -0.301 0.025 0.003
H 4.326 -3.386 -2.749 0.000 0.008 -0.019 0.000
H 3.431 -0.980 -0.757 -0.110 -0.124 0.441 -0.001
H 3.410 0.800 -0.698 0.181 -0.090 -0.482 0.001
H 2.196 -0.099 -1.704 0.776 -0.066 -0.073 -0.001
H 1.247 -1.000 0.419 -0.388 0.371 0.118 0.003
H 2.260 0.129 1.308 -0.653 0.787 0.352 -0.001
```
Forces are in eV/Å.

Total charge: +2
Multiplicity: 2
Expectation value of S²: 0.932
Strongest force on any atom: 4.24 eV Å⁻¹
HOMO energy (alpha / beta): -0.68907 / -0.68907 hartree
Relative energy (zero: lowest compared OMol25 entry of this formula, charge and spin): 160.1 kcal/mol
E: -347.372141 Ha
Gap between HOMO and LUMO (alpha / beta): 5.3 / 5.5 eV



4.
Below is one molecule with the formula C4H11NS, with properties calculated with ωB97M-V/def2-TZVPD.

The geometry in XYZ format:
```
17
Properties=species:S:1:pos:R:3:forces:R:3:mulliken_charge:R:1
C 1.369 -0.373 -1.708 -3.811 -0.392 -1.070 -1.016
C 0.870 0.889 -1.007 2.672 0.238 1.550 -0.355
S 1.331 0.774 0.883 -1.723 0.109 -1.338 -0.107
H 2.357 -0.765 -1.731 0.986 0.444 0.612 0.313
H 0.998 -0.355 -2.771 0.455 0.099 0.747 0.287
H 0.680 -1.098 -1.236 0.786 -0.553 -0.603 0.298
H -0.211 1.023 -1.065 0.273 0.025 -0.242 0.186
H 1.436 1.762 -1.359 -0.569 0.043 0.201 0.376
C -1.843 0.501 1.251 1.096 -1.028 0.282 -0.845
C 0.194 -0.768 1.132 2.535 -0.047 1.658 -0.765
N -1.170 -0.773 0.769 -0.199 1.936 -0.572 -0.392
H -2.845 0.189 1.427 -1.054 0.437 -0.119 0.328
H -1.706 1.368 0.573 -0.268 -0.561 0.320 0.255
H -1.405 0.760 2.214 -0.035 0.102 -0.016 0.354
H 0.236 -1.084 2.197 0.292 0.735 -0.425 0.403
H 0.971 -1.377 0.658 -1.473 -0.984 -0.354 0.364
H -1.261 -0.672 -0.226 0.038 -0.603 -0.631 0.314
```
Forces are in eV/Å.

Total charge: 0
Strongest force on any atom: 3.98 eV Å⁻¹
HOMO energy: -0.31273 hartree
Relative energy (zero: lowest compared OMol25 entry of this formula, charge and spin): 36.8 kcal/mol
E: -611.883534 Ha
SMILES: CCSCNC
Gap between HOMO and LUMO: 9.4 eV



total charge of number 3 (C6H17N2)? +2



Look up the relative energy (zero: lowest compared OMol25 entry of this formula, charge and spin) of the first one. 88.9 kcal/mol